A gas-phase ion, C4H9NO3PS (charge -1) in a non-equilibrium geometry, computed with the ωB97M-V functional and the def2-TZVPD basis.

Calculated values
E_HOMO (spin up / spin down) in Eh: 0.0269 / -0.2146
Total energy in eV: -32047.9890
Strongest force on any atom in eV/A: 4.4
Molar mass in g/mol: 182.16
2S+1: 3
Net charge: -1
Gap between HOMO and LUMO (spin up / spin down) in Eh: 0.087 / 0.200
LUMO level (spin up / spin down) in eV: 3.10 / -0.38

```
19
Properties=species:S:1:pos:R:3:forces:R:3
C 0.106226 -0.427112 0.884173 -1.347 -0.271 4.152
C -0.438658 -1.415299 1.912152 2.226 3.241 1.748
C 2.105460 0.174083 2.114360 -1.277 2.099 -0.153
C -1.777479 0.262521 -3.314975 1.055 -1.820 -2.985
N -0.700566 -0.019096 0.005371 0.270 1.462 -2.828
O 0.849063 0.559050 -2.017631 0.163 -0.071 -0.544
O 0.252027 2.405359 -0.279082 -0.577 0.252 -0.332
O 1.358297 -0.007798 0.883849 1.401 -1.534 -0.005
P -0.085088 1.202194 -1.071432 -0.020 -0.393 0.862
S -1.960272 1.406430 -2.032848 -0.866 1.527 0.617
H -0.160635 -1.157149 2.984272 0.075 -0.410 -1.605
H 0.056042 -2.248974 1.574105 0.985 -3.212 -0.236
H -1.469527 -1.481580 1.945619 -1.988 -0.228 -0.556
H 2.940493 0.759768 1.750556 0.139 0.370 0.161
H 2.537464 -0.607858 2.717911 -0.606 -1.118 -0.403
H 1.398284 0.802047 2.725106 0.969 -0.385 0.007
H -2.145711 0.458720 -4.419550 0.606 0.327 2.377
H -2.185720 -0.707179 -3.050173 -0.462 -0.092 0.233
H -0.679700 0.041870 -3.311784 -0.743 0.258 -0.509
```
Forces are in eV/Å.

Atom charges from the Mulliken analysis, given in e for atoms 1 to 6:
1 C 1.085
2 C -2.579
3 C -2.411
4 C -0.833
5 N -0.014
6 O -0.466